A 2-piece molecular cluster, C5H10BrN overall, computed with ωB97M-V/def2-TZVPD.

ORCA input file:
```
! wB97M-V def2-TZVPD RIJCOSX def2/J DEFGRID3
* xyz 0 1
C 0.6808 -1.6705 0.3142
C 1.4423 -0.3912 0.5370
C 2.5852 -0.1070 -0.3644
C 0.6005 0.7855 0.2011
N 0.0953 1.7908 -0.0003
H -0.3242 -1.4367 0.7815
H 1.2789 -2.3871 0.8889
H 0.6028 -2.0965 -0.6143
H 1.8452 -0.2679 1.5294
H 3.1318 0.8180 -0.3709
H 3.4483 -0.7108 -0.1698
H 2.3621 -0.3132 -1.4777
C -3.6013 1.3643 -0.2812
Br -3.2979 -0.5268 0.1597
H -2.6856 1.8036 -0.0313
H -4.3809 1.9036 0.2522
H -3.7832 1.4417 -1.3542
*
```

The energy above the lowest of the compared OMol25 structures with the same formula, charge and spin comes out at 0.2906 eV. The total energy is -76878.525 eV. The calculation puts the HOMO energy at -10.1 eV. Its structure (SMILES) is CC(C)C#N.CBr.